(1)
Entry from the OMol25 dataset: an isolated molecule of C4H10N2S (ωB97M-V/def2-TZVPD).

ORCA input file:
```
! wB97M-V def2-TZVPD RIJCOSX def2/J DEFGRID3
* xyz 0 1
C 0.45551 0.19819 2.95323
C 0.00642 -1.25021 0.78405
C 0.95611 0.14579 -1.98678
C -1.49427 0.48496 -1.49426
H 1.59580 0.56277 2.80308
H 0.11459 0.23827 4.06676
H -0.25315 0.88467 2.50564
H -0.25777 -2.15598 0.27583
H 0.82444 -0.05469 -3.00444
H 1.43629 1.13859 -1.91241
H 1.88119 -0.45222 -1.68270
H -2.45748 0.20823 -0.87795
H -1.27975 1.63855 -1.45181
H -1.56588 0.29851 -2.65074
N 0.18434 -0.08388 0.29295
N -0.19153 -0.20234 -1.13614
S 0.04515 -1.59921 2.51567
*
```

## Properties
E_LUMO	0.9	eV
SMILES string	CS/C=N/N(C)C

***

(2)
Entry from the OMol25 dataset: a cluster of 2 separate species, C4H10N2S2 in total (ωB97M-V/def2-TZVPD).

ORCA input file:
```
! wB97M-V def2-TZVPD RIJCOSX def2/J DEFGRID3
* xyz 0 1
C -0.87211 0.45290 0.08179
C 2.44405 0.49363 1.38065
C 1.18074 -0.53176 -1.69228
C -3.68435 0.27168 -0.04881
N 1.83661 -0.24650 0.34811
N 1.51879 0.39142 -0.70769
S -0.68117 -0.51209 1.38999
S -2.21785 1.07282 -0.68915
H 3.11357 -0.17285 1.87160
H 3.06457 1.32901 1.02337
H 1.61488 0.67576 2.15130
H 0.92163 -1.51101 -1.20464
H 0.29258 -0.23460 -2.26022
H 2.11169 -0.64255 -2.35815
H -3.61438 0.12889 1.00085
H -3.96187 -0.61097 -0.66249
H -4.56015 0.82206 -0.21193
H 1.49277 -1.17583 0.58768
*
```

## Properties
E_LUMO (alpha / beta)	-0.2 / 0.4	eV

***

(3)
Entry from the OMol25 dataset: the ion C4H10N3 with charge +1 (ωB97M-V/def2-TZVPD).

ORCA input file:
```
! wB97M-V def2-TZVPD RIJCOSX def2/J DEFGRID3
* xyz 1 1
C 0.06220 -0.28497 1.42279
C -1.06314 0.70056 -0.61910
C 0.07247 1.01355 0.42354
C 0.03925 -1.41395 -0.64321
N 0.43357 -1.46115 0.62875
N -0.71928 -0.54835 -1.21196
N 1.29288 0.88968 -0.31893
H 0.72030 -0.19187 2.30406
H -0.97489 -0.59369 1.76989
H -2.02841 0.55409 -0.12825
H -1.06895 1.56705 -1.29977
H -0.21706 1.98460 0.85330
H 0.37760 -2.26633 -1.26496
H 0.80363 -2.25198 1.07608
H -0.93646 -0.68790 -2.16585
H 1.14147 1.63257 -1.02650
H 2.06483 1.35809 0.20011
*
```

## Properties
E_LUMO	-3.0	eV
SMILES string	N[C@@H]1CNC=[NH+]C1

***

(4)
Entry from the OMol25 dataset: the ion C4H10N3O with charge +1 (ωB97M-V/def2-TZVPD).

ORCA input file:
```
! wB97M-V def2-TZVPD RIJCOSX def2/J DEFGRID3
* xyz 1 1
C 1.03687 0.54426 -1.01752
C -0.67999 -0.17001 0.22374
C -0.66380 -0.98517 -2.09445
C 0.95676 0.28558 2.28991
N 1.38806 1.07610 0.06402
N -0.16227 -0.06736 -1.08254
N 0.39005 0.83336 1.02618
O -1.96046 0.03935 0.30121
H 1.65481 0.38546 -1.85514
H -0.41758 -1.09267 0.66846
H -0.42110 -0.62240 -3.14724
H -0.41119 -2.08466 -1.98125
H -1.69473 -0.91289 -1.99483
H 0.83893 -0.84930 2.22684
H 2.00471 0.55281 2.23942
H 0.54178 0.61926 3.26433
H 0.02445 1.73072 1.26397
H -2.42532 0.71756 -0.39513
*
```

## Properties
E_LUMO	-3.1	eV
SMILES string	CN1C=N[N@H+](C)[C@H]1O

***

(5)
Entry from the OMol25 dataset: a cluster of 2 separate species, C4H10N3O2 in total (ωB97M-V/def2-TZVPD).

ORCA input file:
```
! wB97M-V def2-TZVPD RIJCOSX def2/J DEFGRID3
* xyz -1 1
C 2.46894 -0.10315 -0.07518
C -0.25834 -2.29816 -0.54550
C -1.39128 1.34420 -0.84377
C -0.24477 1.50508 1.25779
N -0.14252 -1.12494 0.29515
N 0.44738 -0.04947 -0.46118
N -0.12140 1.18058 -0.15358
O 2.59617 -0.95561 0.75211
O 3.01527 0.70542 -0.75206
H -0.90640 -3.03302 -0.04930
H -0.71636 -1.99468 -1.48953
H 0.70613 -2.77872 -0.77609
H -1.24067 1.03506 -1.87558
H -2.19949 0.73185 -0.40755
H -1.69403 2.39568 -0.81907
H -0.48092 2.56866 1.35845
H -1.03189 0.92127 1.76506
H 0.70706 1.30058 1.74224
H 0.48711 -1.35061 1.07758
*
```

## Properties
E_LUMO	4.1	eV

***

(6)
Entry from the OMol25 dataset: the ion C4H10N3O3 with charge +1 (ωB97M-V/def2-TZVPD).

ORCA input file:
```
! wB97M-V def2-TZVPD RIJCOSX def2/J DEFGRID3
* xyz 1 3
C -1.30030 1.47335 -0.72660
C -0.21331 1.62871 0.25849
C 0.37711 0.24334 0.47810
C -0.83632 -0.63128 -0.21108
N 0.77749 -0.00710 1.74984
N -0.26341 -1.61732 -1.19364
N 1.68955 0.01487 -0.51388
O -1.84905 2.41888 -1.11375
O -1.61879 0.16125 -0.91995
O -1.37502 -1.25759 0.90128
H 0.40468 2.55428 -0.01534
H -0.61688 1.83335 1.21642
H 0.87242 -0.90263 2.15860
H 1.33945 0.66047 2.30430
H -0.46698 -2.60763 -0.89374
H -0.66642 -1.55243 -2.06680
H 1.99573 0.82324 -1.04913
H 1.25921 -0.82547 -1.02693
H 2.42690 -0.35105 0.04806
H -1.93607 -2.05922 0.61575
*
```

## Properties
E_LUMO (alpha / beta)	-3.0 / -7.1	eV
<S²>	2.006

***

(7)
Entry from the OMol25 dataset: a cluster of 2 separate species, C4H10N3S in total (ωB97M-V/def2-TZVPD).

ORCA input file:
```
! wB97M-V def2-TZVPD RIJCOSX def2/J DEFGRID3
* xyz 1 1
C 4.12702 -0.63780 -0.19663
C -1.24420 -0.51726 -0.08111
C -2.67250 -0.57130 0.29696
C -0.94146 1.82306 0.22788
N 3.19784 0.17112 -0.00791
N 2.25289 0.80978 0.01156
N -0.50277 0.53273 -0.13942
S -0.37856 -2.07368 -0.43475
H 4.37384 -1.42060 0.62367
H 4.83036 -0.18141 -0.83697
H -3.32130 -0.01727 -0.36200
H -2.56647 -0.27192 1.37498
H -2.94088 -1.63923 0.30307
H -0.11714 2.45069 0.34420
H -1.33273 2.11777 -0.71796
H -1.80300 1.62607 0.87714
H 0.53260 0.40679 -0.35890
H -1.49356 -2.60753 -0.92382
*
```

## Properties
E_LUMO	-3.8	eV

***

(8)
Entry from the OMol25 dataset: a cluster of 2 separate species, C4H10N3S in total (ωB97M-V/def2-TZVPD).

ORCA input file:
```
! wB97M-V def2-TZVPD RIJCOSX def2/J DEFGRID3
* xyz 1 1
C 1.05828 1.17416 0.19780
C 0.15519 2.21310 -0.24422
C -0.98378 -0.14976 0.04731
C 1.03293 -1.47242 -0.10546
N -2.75475 -1.57300 0.22080
N -1.67558 -1.20004 -0.25716
N 0.41156 -0.19071 -0.38065
S -1.56157 1.54936 0.10331
H 2.07505 1.26223 -0.26092
H 0.96473 1.20687 1.37300
H 0.43374 3.15360 0.21537
H 0.07012 2.32381 -1.37125
H -0.24727 -0.52188 2.13612
H 1.02478 -1.83080 0.98322
H 0.55841 -2.29527 -0.66002
H 2.10809 -1.35997 -0.30114
H -3.13373 -2.36501 -0.32636
H 0.46380 0.07574 -1.36974
*
```

## Properties
E_LUMO (alpha / beta)	-5.0 / -5.2	eV

***

(9)
Entry from the OMol25 dataset: an isolated molecule of C4H10N4 (ωB97M-V/def2-TZVPD).

ORCA input file:
```
! wB97M-V def2-TZVPD RIJCOSX def2/J DEFGRID3
* xyz 0 1
C -2.05588 -1.45417 0.23155
N -1.32029 -0.35671 0.82390
C 0.90638 0.47547 0.53163
C -0.37045 0.41137 0.06709
N 1.40839 -0.39735 1.46922
N -0.89853 1.15912 -0.95308
C 2.17379 1.05454 -1.31806
N 1.76457 1.41985 -0.15395
H -0.92004 -0.60154 1.72981
H 2.40908 -0.25555 1.56072
H 1.14709 -1.35382 1.25367
H -0.34613 2.00583 -1.07791
H -1.87672 1.33705 -0.74871
H -1.43575 -2.35682 0.19511
H -2.39646 -1.21817 -0.78122
H -2.93791 -1.67352 0.84158
H 1.88210 0.10048 -1.79436
H 2.86673 1.70397 -1.87699
*
```

## Properties
E_LUMO	1.0	eV
SMILES string	C=N/C(N)=C(\N)NC

***

(10)
Entry from the OMol25 dataset: an isolated molecule of C4H10N4 (ωB97M-V/def2-TZVPD).

ORCA input file:
```
! wB97M-V def2-TZVPD RIJCOSX def2/J DEFGRID3
* xyz 0 1
C 0.17803 -1.22630 -0.05183
C -0.61614 0.18185 -1.89834
C 0.33198 0.09980 2.11886
N 0.48330 -0.20477 -1.04170
C -0.54578 -0.52050 1.07578
N 1.64124 0.47655 -0.74154
N 1.83498 1.63442 -1.05746
N -1.80117 -0.43900 0.98020
H 1.11274 2.03132 -1.69341
H -2.26194 0.05422 1.74609
H 1.10647 -1.67247 0.30549
H -0.45744 -1.98387 -0.50918
H -0.29720 1.01435 -2.55894
H -0.88616 -0.66851 -2.52708
H -1.48342 0.48069 -1.29683
H 0.86723 -0.66903 2.64834
H 1.06071 0.74726 1.64258
H -0.26744 0.66398 2.85897
*
```

## Properties
E_LUMO	1.0	eV
SMILES string	[H]/N=N\N(C)C/C(C)=N/[H]

***

(11)
Entry from the OMol25 dataset: a structure of composition C4H10N4 (ωB97M-V/def2-TZVPD).

ORCA input file:
```
! wB97M-V def2-TZVPD RIJCOSX def2/J DEFGRID3
* xyz 0 1
C 1.22734 0.06714 0.35955
C 0.66872 1.32641 -0.03435
C -1.93416 0.52046 -0.23763
C 0.43828 -1.11520 -0.22766
H 2.21948 -0.20268 -1.18991
H 3.21663 0.47879 0.00339
H 1.42332 0.12245 1.39509
H 0.88198 1.76471 -1.03069
H 0.88938 2.10198 1.06365
H -1.13588 2.21571 0.46302
H -3.07179 0.81980 -0.28624
H -0.80965 -1.23238 1.31087
H 1.22728 -1.78458 0.21149
H 0.37810 -0.91992 -1.37408
N 2.63846 -0.27192 -0.16423
N -0.96179 1.30282 0.03081
N -2.00432 -0.81997 -0.12250
N -0.76092 -1.37618 0.29506
*
```

## Properties
E_LUMO	0.4	eV

***

(12)
Entry from the OMol25 dataset: an isolated molecule of C4H10N4 (ωB97M-V/def2-TZVPD).

ORCA input file:
```
! wB97M-V def2-TZVPD RIJCOSX def2/J DEFGRID3
* xyz 0 1
C 0.00594 1.90019 -0.43614
C 0.74379 0.33166 1.53404
C -1.31037 -1.43810 0.00438
C 0.93329 -0.64477 -1.13112
H 1.02755 1.85685 -1.07776
H 0.09082 2.72855 0.35346
H -0.93385 1.98339 -1.09761
H 1.72315 -0.23209 1.09939
H 0.88596 1.37341 2.16380
H -0.00034 -0.42778 2.18681
H -1.00889 -2.59902 -0.10211
H -2.69502 -0.02947 0.69734
H 1.62788 0.27885 -0.99497
H 0.67722 -2.48391 -1.85756
N -0.29795 0.70517 0.38964
N -0.23512 -0.47907 -0.28500
N -2.47076 -1.15692 0.49377
N 1.23671 -1.66691 -1.94036
*
```

## Properties
E_LUMO	0.8	eV
SMILES string	[H]/N=C\N(/C=N\[H])N(C)C

***

(13)
Entry from the OMol25 dataset: an isolated molecule of C4H10N4 (ωB97M-V/def2-TZVPD).

ORCA input file:
```
! wB97M-V def2-TZVPD RIJCOSX def2/J DEFGRID3
* xyz 0 1
C -0.28180 -1.10076 -0.49411
C 1.20029 -1.46321 -0.02661
C 0.23636 1.62597 -0.10795
C -1.70349 -1.23297 0.42813
H -0.28122 -0.67541 -1.50648
H -0.18680 -0.29739 0.24345
H 1.94786 -2.37471 -0.33313
H 1.17257 -1.53172 1.05353
H 2.94824 -0.57275 -0.01949
H 2.11939 1.65017 0.55123
H 0.50037 2.59127 -0.47227
H -2.84241 0.64159 -0.82874
H -2.48516 -2.20417 0.04558
H -1.72897 -1.31294 1.70970
N 1.91574 -0.23732 -0.36060
N 1.29521 0.94394 0.64333
N -0.97162 1.34656 -0.08851
N -1.93533 0.39138 -0.08568
*
```

## Properties
E_LUMO	1.0	eV
SMILES string	C1=N\NCCCNN/1

***

(14)
Entry from the OMol25 dataset: an isolated molecule of C4H10N4 (ωB97M-V/def2-TZVPD).

ORCA input file:
```
! wB97M-V def2-TZVPD RIJCOSX def2/J DEFGRID3
* xyz 0 1
C 1.45949 1.87549 -0.52525
C 0.77841 0.46063 1.46521
N -0.25132 -1.29191 -0.64002
C -1.29928 -0.31502 -0.53434
C 0.47653 0.90034 0.05698
N -0.57066 -2.66366 -0.44044
N -0.72252 0.91588 -0.46684
N -2.50221 -0.68383 -0.35260
H 0.32191 -1.20676 -1.47117
H -1.41893 -2.87488 -0.96234
H -0.80841 -2.76567 0.54631
H -3.12036 0.09907 -0.16267
H 1.34481 1.93332 -1.60896
H 1.22772 2.87169 -0.13122
H 0.70752 1.32638 2.12823
H 0.08166 -0.31052 1.79747
H 1.80767 0.08588 1.53485
H 2.48795 1.64357 -0.23320
*
```

## Properties
E_LUMO	0.3	eV
SMILES string	[H]/N=C(\N=C(C)C)NN

***

Results for energy relative to the best compared isomer or geometry (same formula, charge and spin): 71.8; 109.9; 20.1; 54.1; 0.5; 0.0; 74.5; 154.8; 46.8; 63.4; 138.1; 121.6; 247.3; 51.6 (in kcal/mol, following the order of the records).
Results for M: 118.20; 150.27; 100.14; 116.14; 132.14; 148.14; 132.21; 132.21; 114.15; 114.15; 114.15; 114.15; 114.15; 114.15 (in g mol⁻¹, following the order of the records).
Results for electronic energy: -18122.47307; -28956.23656; -8773.72838; -10819.05852; -12874.45704; -14910.55535; -19606.11931; -19602.63857; -10268.82004; -10268.10029; -10264.86418; -10265.57962; -10260.12695; -10268.61200 (in eV, following the order of the records).